1.
{"formula": "C28H27IMoO5PS2", "method": "ωB97M-V/def2-TZVPD", "species": ["S", "H", "C", "C", "C", "H", "O", "C", "C", "H", "H", "C", "H", "H", "C", "H", "C", "O", "C", "C", "C", "H", "H", "I", "C", "H", "C", "Mo", "H", "O", "H", "P", "H", "H", "C", "H", "C", "H", "H", "C", "C", "H", "O", "C", "C", "C", "O", "H", "H", "C", "H", "C", "C", "C", "H", "C", "H", "C", "H", "H", "H", "S", "C", "H", "C"], "coordinates": [[3.086938, 0.724074, -0.008284], [1.347492, -2.969772, -3.492866], [-5.073882, -2.044232, 1.726670], [4.315955, 2.958774, -2.871192], [-0.744493, -5.687720, -0.912641], [-2.342682, 3.936962, 3.999499], [0.677207, -0.621775, 1.280167], [-3.961787, -1.620762, 3.811362], [-1.381435, -1.870179, 0.975986], [-3.810149, -2.332227, 0.026117], [-1.474887, -4.322623, 2.097780], [-2.667689, -1.873165, 1.797394], [-1.802981, 6.351132, 3.914012], [3.383635, -1.604379, -3.983776], [0.155275, 5.256937, 1.352176], [1.192010, 6.811636, 0.272768], [3.344992, -2.268702, -3.125741], [2.982505, -1.454391, -1.924536], [3.270756, 2.090935, -3.518211], [-0.459463, 6.141441, 2.265631], [-1.020869, 3.444836, 2.390412], [2.205499, 5.275516, -1.381640], [2.639148, -4.006728, -4.109715], [-1.475760, 1.437059, 2.319834], [1.348740, 3.525407, -0.490112], [-0.769889, -2.383007, -1.658748], [-0.145463, -1.616092, 1.850447], [0.752463, 0.943513, 0.354981], [-3.999172, -1.463224, 4.882475], [3.379843, 0.702349, -3.036190], [4.270641, 3.954069, -3.316705], [2.624504, 0.036729, -1.859519], [-0.450504, -4.592520, -2.727539], [-1.104092, -6.514179, 1.037112], [0.544536, 2.954556, 0.527133], [-2.351268, -0.666687, -0.230700], [2.338618, -3.370081, -3.275064], [4.175384, 3.054654, -1.792998], [-0.600683, -6.653364, -1.381835], [-5.131845, -1.804703, 3.095556], [1.573585, 4.892461, -0.591867], [2.246554, 2.426254, -3.344679], [-1.427493, -0.790921, 0.026139], [-1.029960, -5.610433, 0.444584], [-0.653865, -4.529543, -1.665459], [-1.141541, -3.215547, 0.285149], [0.191429, -2.158488, 2.833962], [4.342135, -2.631180, -2.903689], [3.426512, 2.005988, -4.586588], [-3.848441, -2.087615, 1.085348], [-0.239376, 7.201335, 2.199428], [-1.330713, 5.672293, 3.215845], [-0.102348, 3.868274, 1.426497], [-2.727594, -1.653733, 3.167590], [1.841692, 2.902433, -1.214461], [-1.631690, 4.303528, 3.269910], [5.312096, 2.558952, -3.053218], [-1.235604, -4.378355, 1.041929], [-5.983196, -2.216095, 1.163864], [-1.829708, -1.540238, 3.759752], [-6.088696, -1.783641, 3.601945], [0.612337, 0.427835, -1.930584], [-0.838091, -3.287015, -1.067345], [2.289356, -3.980998, -2.374207], [1.005472, 5.744388, 0.330654]], "forces_ev_per_a": [[0.05, 0.03, 0.03], [0.02, -0.02, 0.01], [-0.03, 0.01, -0.01], [0.05, 0.06, 0.05], [0.01, -0.07, -0.02], [0.01, 0.01, -0.02], [0.04, -0.16, 0.30], [0.03, 0.01, 0.03], [0.01, -0.09, 0.07], [0.00, 0.02, 0.05], [0.01, -0.01, -0.03], [0.04, -0.01, -0.02], [0.02, -0.04, -0.03], [0.00, 0.05, -0.02], [0.11, 0.18, -0.09], [-0.01, -0.05, 0.01], [-0.06, 0.06, 0.08], [0.03, -0.09, -0.08], [-0.02, -0.10, 0.09], [-0.02, 0.05, 0.03], [0.04, 0.05, -0.03], [-0.02, 0.00, 0.02], [0.00, 0.02, 0.03], [-0.10, -0.02, 0.10], [-0.08, -0.05, 0.18], [0.00, -0.01, 0.01], [0.07, 0.40, -0.32], [-0.16, 0.01, -0.29], [0.01, -0.01, -0.05], [0.07, 0.11, -0.13], [-0.01, -0.02, 0.01], [0.07, -0.02, 0.01], [-0.01, 0.01, 0.04], [0.00, 0.06, -0.03], [0.01, 0.05, -0.06], [-0.03, 0.02, 0.01], [-0.05, -0.05, -0.02], [-0.02, -0.01, -0.02], [-0.01, 0.05, 0.02], [-0.05, -0.02, -0.02], [-0.04, 0.13, 0.10], [0.00, 0.01, 0.00], [0.04, -0.05, 0.00], [-0.01, -0.03, 0.07], [-0.01, 0.07, -0.04], [0.00, 0.11, -0.05], [0.01, -0.18, 0.13], [0.06, -0.02, 0.04], [-0.01, -0.02, -0.11], [-0.06, -0.03, -0.08], [-0.01, -0.07, 0.00], [0.04, 0.04, -0.04], [0.00, -0.08, 0.08], [-0.04, 0.02, 0.07], [0.03, -0.08, -0.11], [-0.04, -0.01, 0.05], [0.00, 0.00, 0.00], [0.00, -0.09, 0.07], [0.05, 0.00, 0.03], [-0.01, 0.00, -0.02], [0.04, 0.00, -0.02], [0.01, -0.05, -0.02], [-0.02, -0.03, -0.03], [0.00, 0.02, -0.03], [-0.04, -0.06, 0.03]], "lowdin_charge": [0.4953, 0.0758, -0.0408, -0.0590, -0.0562, 0.1183, -0.3724, -0.0500, -0.3453, 0.1337, 0.1322, -0.1982, 0.1289, 0.1163, -0.1453, 0.1413, -0.1739, -0.2783, -0.2122, 0.0221, -0.6063, 0.1232, 0.1014, 1.4215, -0.1304, 0.0898, -0.4562, 1.1597, 0.1183, -0.2758, 0.0984, -0.0068, 0.1058, 0.1187, -0.3189, 0.1126, -0.0612, 0.0592, 0.1162, -0.0502, -0.0243, 0.0930, -0.1623, -0.0401, -0.0740, -0.1540, 0.2233, 0.1339, 0.1341, -0.0226, 0.1345, -0.0199, -0.2543, -0.0824, 0.0117, -0.0815, 0.0972, -0.0058, 0.1189, 0.1036, 0.1180, 0.4723, -0.0241, 0.0899, 0.0637], "homo_energy_ev": [-13.78, -13.78], "charge": 2, "largest_force_ha_per_bohr": 0.010, "multiplicity": 2, "relative_energy_kcal_mol": 26.2}

=====

2.
{"formula": "C28H27N3O4", "method": "ωB97M-V/def2-TZVPD", "species": ["C", "H", "O", "N", "C", "H", "C", "H", "H", "C", "C", "C", "C", "H", "H", "N", "H", "C", "H", "O", "H", "C", "C", "O", "C", "C", "H", "H", "H", "C", "C", "C", "H", "H", "H", "H", "C", "H", "H", "C", "C", "C", "C", "O", "H", "H", "H", "N", "H", "H", "C", "H", "H", "C", "C", "H", "C", "H", "C", "C", "C", "C"], "coordinates": [[0.238833, 4.504472, -0.021571], [3.127495, 2.861221, 0.542886], [2.569701, 5.114729, -0.427964], [4.955192, -1.888193, -3.703251], [-0.647297, 3.547631, 0.439313], [2.530888, 0.927654, -1.498367], [3.477269, -0.654545, -2.555135], [3.021671, 2.133522, -6.315358], [-7.544879, -4.902983, 4.577963], [1.173600, 2.082213, 0.950656], [-3.660668, -1.850501, 3.299490], [-2.994298, -3.064526, 3.471276], [2.177515, 6.371441, -0.923036], [5.660760, -1.235366, -6.373709], [-1.707093, 3.755433, 0.421277], [-1.991959, -0.884992, 1.878860], [-7.002627, -4.401302, 6.205368], [-4.979231, -4.039812, 4.436033], [-5.485194, -0.802326, 3.608526], [-3.444410, 0.486918, 2.970273], [-0.000680, 0.855228, -0.865193], [2.063148, 3.032659, 0.505320], [4.299313, -1.741830, -2.510454], [-5.522298, -5.165486, 4.966247], [4.942698, -0.615056, -5.857321], [2.559502, -0.164628, -1.487026], [-1.737352, -1.849996, 1.686708], [-7.072997, -6.128994, 5.780026], [5.621173, -2.610272, -3.917425], [4.370191, 0.479191, -6.468657], [3.064338, 1.014071, -4.503743], [-0.206307, 2.312006, 0.907347], [-3.138759, -5.081713, 4.177896], [-1.965231, 1.737606, 2.017637], [3.099996, 6.881104, -1.196475], [4.641523, 0.724343, -7.484860], [1.606880, 4.253376, 0.000860], [-1.955260, -3.174605, 3.196909], [1.122422, -1.785492, -1.560523], [-4.981337, -1.750069, 3.724976], [-3.032019, -0.631690, 2.722142], [3.443782, 1.283721, -5.798879], [-1.138817, 0.004130, 1.232263], [0.002613, -1.952329, 0.548680], [1.652594, 6.957792, -0.162004], [4.470630, -2.427248, -1.702604], [0.812274, -0.477300, -2.728382], [0.193494, -0.130573, -0.779464], [2.913831, -0.491362, -0.508191], [1.542495, 6.274701, -1.809863], [-1.167508, 1.336745, 1.407357], [1.541621, 1.150954, 1.354888], [-6.671297, -2.710497, 4.588346], [1.136884, -0.703818, -1.708909], [-5.644518, -2.827052, 4.279711], [2.350520, 1.644057, -3.993293], [4.563861, -0.892576, -4.549987], [-0.148306, 5.442481, -0.387314], [-6.860544, -5.130446, 5.401488], [-3.644475, -4.140107, 4.033175], [3.624158, -0.089154, -3.859592], [-0.227506, -0.772562, 0.324656]], "forces_ev_per_a": [[0.24, 0.34, -0.14], [0.14, -0.03, 0.00], [0.00, -0.36, 0.17], [0.29, -0.34, -0.10], [0.08, -0.35, 0.06], [0.04, 0.01, 0.10], [0.11, -0.15, 0.28], [-0.04, 0.07, -0.02], [0.03, 0.00, 0.04], [-0.10, 0.27, 0.04], [-0.30, -0.10, 0.24], [-0.16, 0.11, 0.00], [-0.08, 0.23, -0.09], [0.07, -0.04, -0.08], [-0.11, 0.03, 0.01], [0.16, -0.54, -0.14], [0.00, -0.02, -0.04], [0.20, 0.08, -0.08], [-0.03, 0.07, 0.00], [-0.03, 0.11, 0.01], [-0.09, -0.12, 0.07], [0.07, 0.19, -0.10], [-0.23, 0.20, 0.25], [0.33, 0.06, -0.13], [0.06, -0.02, -0.09], [-0.16, -0.25, -0.19], [-0.14, 0.22, 0.07], [-0.03, 0.09, -0.02], [-0.09, 0.09, 0.03], [0.11, -0.10, -0.07], [0.03, -0.03, -0.02], [0.27, 0.29, -0.11], [0.07, -0.10, 0.02], [-0.03, -0.11, 0.01], [-0.10, 0.00, 0.00], [0.03, 0.00, -0.08], [-0.02, -0.13, 0.03], [0.10, -0.02, -0.03], [-0.01, 0.12, -0.13], [0.31, 0.10, -0.15], [0.06, 0.02, -0.09], [-0.15, 0.21, -0.02], [-0.16, 0.62, 0.30], [0.09, -0.19, 0.12], [0.01, -0.03, -0.03], [0.03, -0.12, 0.15], [0.02, -0.08, 0.05], [-0.08, 0.12, -0.08], [-0.03, 0.09, 0.08], [0.01, 0.00, 0.05], [-0.29, -0.41, 0.15], [0.06, -0.07, 0.05], [-0.09, -0.02, 0.03], [0.22, -0.09, 0.04], [-0.18, -0.27, 0.14], [-0.08, 0.09, 0.04], [-0.31, 0.44, -0.12], [0.00, 0.09, -0.04], [-0.24, 0.02, 0.07], [-0.18, -0.17, 0.09], [0.32, -0.27, -0.24], [-0.06, 0.16, -0.33]], "lowdin_charge": [-0.0166, 0.1219, -0.0827, 0.0770, -0.0232, 0.1047, -0.1910, 0.0963, 0.0960, -0.0444, -0.1398, -0.0186, -0.0898, 0.1058, 0.1196, 0.1374, 0.0963, -0.2723, 0.1198, 0.0713, 0.1318, -0.0017, -0.0439, -0.0792, -0.0251, -0.1235, 0.1185, 0.0931, 0.1549, -0.1020, -0.0288, -0.2479, 0.1193, 0.1085, 0.0933, 0.0974, -0.2748, 0.1159, 0.1255, -0.0077, -0.4111, -0.1029, -0.1296, 0.0579, 0.0962, 0.1236, 0.1282, 0.0814, 0.1222, 0.0953, 0.0278, 0.1224, 0.1038, -0.1491, -0.0085, 0.1074, -0.2134, 0.1027, -0.0871, 0.0047, -0.1328, -0.4299], "homo_energy_ev": -7.83, "charge": 0, "largest_force_ha_per_bohr": 0.014, "multiplicity": 1, "relative_energy_kcal_mol": 0.0, "smiles": "COc1ccc(/C=C(/NC(=O)c2ccc(OC)cc2)C(=O)NCCc2c[nH]c3ccccc23)cc1"}

=====

Number 1: energy -2962.524126 hartree. Number 2: energy -1548.441579 hartree.